Entry 1:
90
Properties=species:S:1:pos:R:3:lowdin_charge:R:1 method="wB97M-V/def2-TZVPD" de_lowest_kj_mol=140.35 e_homo_ev="-6.68 / -8.14" multiplicity=3
Ti -1.096 1.014 1.267 0.71
O 0.091 -0.150 4.099 0.10
C 0.175 0.857 3.423 -0.61
O 0.707 0.920 2.224 -0.20
C -0.417 2.198 3.921 -0.08
C -0.022 3.331 2.967 -0.24
C -0.292 4.708 3.564 -0.08
C -1.831 4.794 3.467 -0.09
C -2.175 3.443 2.853 -0.24
O -1.059 3.204 1.946 -0.14
C -1.994 2.293 3.850 -0.09
C -2.733 1.035 3.341 -0.60
O -3.076 0.169 4.115 0.09
O -2.947 1.017 2.043 -0.18
H -0.067 2.355 4.940 0.16
H 0.951 3.204 2.503 0.16
H 0.082 4.774 4.586 0.12
H 0.191 5.485 2.974 0.12
H -2.320 4.928 4.431 0.12
H -2.145 5.603 2.809 0.12
H -3.100 3.404 2.289 0.16
H -2.405 2.516 4.833 0.16
O -0.117 3.488 -1.099 -0.44
S 0.206 2.094 -0.735 0.89
C 1.992 2.017 -0.500 -0.36
C 2.639 3.242 -0.512 -0.07
C 3.985 3.302 -0.180 -0.06
C 4.660 2.147 0.183 -0.06
C 4.002 0.925 0.193 -0.08
C 2.658 0.833 -0.152 -0.35
P 1.719 -0.738 -0.218 1.15
C 2.176 -1.388 -1.874 -0.35
C 3.261 -0.958 -2.634 -0.07
C 3.494 -1.488 -3.895 -0.08
C 2.649 -2.460 -4.414 -0.09
C 1.568 -2.899 -3.664 -0.08
C 1.329 -2.357 -2.410 -0.11
C 2.637 -1.845 0.911 -0.35
C 2.831 -1.464 2.239 -0.09
C 3.388 -2.351 3.147 -0.07
C 3.750 -3.630 2.747 -0.09
C 3.555 -4.018 1.430 -0.09
C 3.002 -3.132 0.516 -0.09
C -0.035 1.142 -2.246 -0.37
C 0.786 1.441 -3.323 -0.06
C 0.545 0.860 -4.557 -0.05
C -0.530 -0.002 -4.707 -0.06
C -1.347 -0.296 -3.625 -0.07
C -1.113 0.260 -2.369 -0.32
P -2.121 -0.104 -0.881 1.09
C -3.861 -0.324 -1.367 -0.32
C -4.757 0.472 -0.653 -0.08
C -6.124 0.365 -0.873 -0.07
C -6.608 -0.535 -1.807 -0.08
C -5.724 -1.341 -2.513 -0.08
C -4.361 -1.241 -2.292 -0.09
C -1.576 -1.767 -0.338 -0.35
C -1.195 -1.882 0.996 -0.12
C -0.802 -3.094 1.541 -0.04
C -0.773 -4.221 0.734 -0.06
C -1.130 -4.123 -0.606 -0.08
C -1.529 -2.906 -1.139 -0.12
H 2.075 4.129 -0.772 0.11
H 4.500 4.253 -0.191 0.11
H 5.703 2.196 0.466 0.11
H 4.532 0.027 0.488 0.11
H 3.932 -0.201 -2.249 0.10
H 4.341 -1.141 -4.473 0.10
H 2.833 -2.873 -5.397 0.10
H 0.901 -3.655 -4.060 0.11
H 0.471 -2.689 -1.835 0.06
H 2.511 -0.485 2.569 0.09
H 3.520 -2.043 4.176 0.11
H 4.180 -4.323 3.460 0.10
H 3.835 -5.013 1.107 0.10
H 2.858 -3.452 -0.508 0.10
H 1.609 2.133 -3.193 0.12
H 1.193 1.081 -5.394 0.11
H -0.734 -0.455 -5.668 0.11
H -2.184 -0.962 -3.773 0.08
H -4.381 1.153 0.099 0.09
H -6.806 0.983 -0.304 0.11
H -7.673 -0.621 -1.980 0.10
H -6.098 -2.057 -3.233 0.10
H -3.703 -1.907 -2.832 0.08
H -1.208 -1.050 1.704 0.07
H -0.501 -3.134 2.579 0.12
H -0.463 -5.173 1.143 0.11
H -1.100 -5.000 -1.239 0.11
H -1.787 -2.847 -2.189 0.10

---

Entry 2:
60
Properties=species:S:1:pos:R:3:lowdin_charge:R:1 method="wB97M-V/def2-TZVPD" charge=+3 e_homo_ev="-16.08 / -16.16" multiplicity=3
W -0.548 -0.267 -0.362 1.83
Br -1.272 -7.200 2.596 0.87
C -1.337 -5.457 1.890 -0.65
C -2.557 -4.769 1.856 -0.04
C -2.618 -3.476 1.374 0.04
C -1.465 -2.862 0.916 -0.25
O -1.474 -1.600 0.459 -0.21
C -0.234 -3.550 0.902 -0.13
C 0.936 -2.960 0.363 0.00
N 1.052 -1.751 -0.139 -0.03
C 2.331 -1.342 -0.626 -0.18
C 3.524 -2.014 -0.497 0.03
C 4.709 -1.491 -1.045 -0.01
C 4.706 -0.310 -1.732 0.03
C 3.502 0.414 -1.878 -0.12
C 3.409 1.635 -2.575 0.07
C 2.194 2.272 -2.666 0.00
C 1.083 1.710 -2.053 -0.10
N 1.123 0.560 -1.374 -0.07
C 2.323 -0.105 -1.303 -0.14
C -0.193 -4.862 1.407 -0.03
H -3.451 -5.263 2.211 0.13
H -3.554 -2.933 1.345 0.14
H 1.811 -3.602 0.360 0.14
H 3.590 -2.958 0.025 0.12
H 5.629 -2.043 -0.918 0.13
H 5.618 0.080 -2.164 0.14
H 4.292 2.060 -3.036 0.15
H 2.087 3.201 -3.206 0.13
H 0.117 2.199 -2.103 0.11
H 0.741 -5.411 1.416 0.13
C 2.266 0.539 4.522 -0.08
C 1.035 -0.006 3.787 -0.21
C 0.497 0.948 2.782 -0.52
N 0.131 0.629 1.585 -0.11
N -0.358 1.673 0.829 -0.09
C -0.366 2.814 1.477 -0.62
N -0.802 3.971 0.990 0.16
S 0.287 2.644 3.089 1.24
H 2.605 -0.187 5.258 0.09
H 2.028 1.460 5.056 0.08
H 3.087 0.733 3.833 0.09
H 0.248 -0.213 4.519 0.14
H 1.258 -0.942 3.273 0.12
H -1.188 4.028 0.063 0.11
H -0.775 4.815 1.539 0.13
S -1.981 0.382 -3.759 1.16
C -1.787 -0.400 -2.139 -0.58
N -2.200 0.529 -1.154 -0.18
C -2.882 1.606 -1.632 -0.29
C -3.530 2.586 -0.874 -0.01
C -4.183 3.596 -1.545 -0.01
C -4.170 3.672 -2.955 0.00
C -3.510 2.734 -3.717 -0.04
C -2.873 1.684 -3.055 -0.43
H -2.402 -1.308 -2.190 0.09
H -3.559 2.501 0.204 0.13
H -4.738 4.341 -0.989 0.13
H -4.703 4.476 -3.444 0.14
H -3.512 2.790 -4.798 0.13

---

What did the second record say?
60
Properties=species:S:1:pos:R:3:lowdin_charge:R:1 method="wB97M-V/def2-TZVPD" charge=+3 e_homo_ev="-16.08 / -16.16" multiplicity=3
W -0.548 -0.267 -0.362 1.83
Br -1.272 -7.200 2.596 0.87
C -1.337 -5.457 1.890 -0.65
C -2.557 -4.769 1.856 -0.04
C -2.618 -3.476 1.374 0.04
C -1.465 -2.862 0.916 -0.25
O -1.474 -1.600 0.459 -0.21
C -0.234 -3.550 0.902 -0.13
C 0.936 -2.960 0.363 0.00
N 1.052 -1.751 -0.139 -0.03
C 2.331 -1.342 -0.626 -0.18
C 3.524 -2.014 -0.497 0.03
C 4.709 -1.491 -1.045 -0.01
C 4.706 -0.310 -1.732 0.03
C 3.502 0.414 -1.878 -0.12
C 3.409 1.635 -2.575 0.07
C 2.194 2.272 -2.666 0.00
C 1.083 1.710 -2.053 -0.10
N 1.123 0.560 -1.374 -0.07
C 2.323 -0.105 -1.303 -0.14
C -0.193 -4.862 1.407 -0.03
H -3.451 -5.263 2.211 0.13
H -3.554 -2.933 1.345 0.14
H 1.811 -3.602 0.360 0.14
H 3.590 -2.958 0.025 0.12
H 5.629 -2.043 -0.918 0.13
H 5.618 0.080 -2.164 0.14
H 4.292 2.060 -3.036 0.15
H 2.087 3.201 -3.206 0.13
H 0.117 2.199 -2.103 0.11
H 0.741 -5.411 1.416 0.13
C 2.266 0.539 4.522 -0.08
C 1.035 -0.006 3.787 -0.21
C 0.497 0.948 2.782 -0.52
N 0.131 0.629 1.585 -0.11
N -0.358 1.673 0.829 -0.09
C -0.366 2.814 1.477 -0.62
N -0.802 3.971 0.990 0.16
S 0.287 2.644 3.089 1.24
H 2.605 -0.187 5.258 0.09
H 2.028 1.460 5.056 0.08
H 3.087 0.733 3.833 0.09
H 0.248 -0.213 4.519 0.14
H 1.258 -0.942 3.273 0.12
H -1.188 4.028 0.063 0.11
H -0.775 4.815 1.539 0.13
S -1.981 0.382 -3.759 1.16
C -1.787 -0.400 -2.139 -0.58
N -2.200 0.529 -1.154 -0.18
C -2.882 1.606 -1.632 -0.29
C -3.530 2.586 -0.874 -0.01
C -4.183 3.596 -1.545 -0.01
C -4.170 3.672 -2.955 0.00
C -3.510 2.734 -3.717 -0.04
C -2.873 1.684 -3.055 -0.43
H -2.402 -1.308 -2.190 0.09
H -3.559 2.501 0.204 0.13
H -4.738 4.341 -0.989 0.13
H -4.703 4.476 -3.444 0.14
H -3.512 2.790 -4.798 0.13

---

What is the multiplicity in the first record? 3